Record 1
{
  "formula": "C34H34N6O7RhS2",
  "method": "wB97M-V/def2-TZVPD",
  "species": ["C", "C", "H", "H", "C", "H", "H", "O", "Rh", "H", "C", "H", "C", "H", "N", "H", "C", "H", "C", "S", "H", "N", "H", "H", "C", "H", "C", "H", "H", "C", "O", "H", "O", "C", "C", "N", "H", "C", "H", "C", "C", "C", "C", "N", "C", "C", "H", "C", "S", "O", "H", "H", "N", "H", "H", "O", "O", "H", "C", "H", "H", "H", "C", "H", "C", "C", "C", "C", "H", "C", "O", "C", "H", "H", "C", "C", "N", "C", "H", "H", "C", "C", "H", "C"],
  "xyz": [[2.851, 4.067, 0.307], [-0.102, 4.337, 1.181], [1.293, 2.188, -6.169], [2.762, 2.752, 2.021], [-5.872, 1.046, 1.474], [2.426, -7.111, 1.611], [2.301, 4.416, 2.363], [1.572, -1.042, -2.476], [0.708, -1.225, 1.100], [0.006, 5.267, 3.136], [-3.337, -3.035, 0.294], [4.195, 1.617, -1.987], [2.633, -3.741, 1.867], [-2.288, -1.177, -0.043], [2.357, 1.087, -1.195], [-3.473, -1.001, 2.699], [3.710, 0.723, -1.578], [5.536, -0.099, -0.748], [-0.166, 3.152, -4.936], [1.465, 0.767, 2.211], [-2.388, -6.958, 1.008], [-0.142, -8.081, 1.460], [-3.054, 2.773, 0.763], [-5.929, -0.836, 2.497], [-0.423, 4.228, -5.938], [3.624, -0.032, -2.362], [4.534, 0.179, -0.423], [2.441, 5.016, -0.028], [-1.071, 4.999, -5.534], [-3.181, -4.365, 0.599], [-1.125, -0.368, 2.149], [-1.391, 5.740, 2.180], [2.645, -1.211, 0.016], [-3.106, 0.861, 1.719], [0.776, -5.724, 1.424], [1.402, -3.385, 1.570], [3.344, -2.957, 2.099], [-5.302, -0.056, 2.094], [-5.500, 2.926, 0.518], [-1.890, -4.848, 0.878], [-1.636, 0.730, 1.839], [-0.498, 2.172, -2.756], [3.879, -1.087, 0.243], [-0.957, 1.861, 1.605], [3.045, -5.078, 1.843], [2.220, 3.613, 1.624], [-1.337, 4.143, 2.940], [-2.208, -2.209, 0.268], [1.117, 0.131, -1.810], [0.112, 0.001, -0.755], [-4.304, -2.618, 0.058], [4.085, -5.312, 2.004], [0.824, 3.251, 1.475], [-0.874, 3.950, 0.516], [2.685, 3.329, -0.472], [4.611, -1.783, 0.919], [0.795, -8.475, 2.111], [1.884, 0.489, -4.457], [0.491, 1.251, -3.040], [3.918, 4.212, 0.451], [2.262, 1.181, -0.190], [0.448, 5.124, 0.664], [-3.928, -0.153, 2.209], [0.524, 4.681, -6.227], [-0.832, -3.912, 0.945], [-0.832, 3.114, -3.715], [0.484, -4.340, 1.322], [-0.746, 4.905, 2.442], [-4.024, -5.038, 0.614], [2.126, -6.075, 1.617], [-0.976, -8.779, 0.937], [-5.060, 2.062, 0.994], [-6.944, 1.117, 1.373], [-0.879, 3.818, -6.838], [0.796, 2.182, -5.212], [-0.320, -6.642, 1.296], [-1.013, -2.622, 0.625], [1.131, 1.236, -4.266], [-1.609, 3.835, -3.506], [4.634, 0.918, 0.379], [0.334, 2.030, 1.711], [-3.687, 1.978, 1.121], [-0.983, 2.140, -1.794], [-1.596, -6.222, 1.070]],
  "forces_ev_per_a": [[-0.12, -0.02, 0.20], [-0.53, 0.34, 0.04], [0.10, -0.01, -0.11], [-0.06, 0.23, -0.03], [0.07, 0.02, 0.01], [0.00, 0.07, 0.04], [-0.10, -0.11, 0.05], [0.00, -0.07, -0.11], [-0.03, 0.85, -0.79], [0.12, 0.07, 0.10], [0.13, -0.21, -0.03], [-0.03, -0.19, -0.09], [0.37, 0.14, 0.22], [-0.02, 0.06, 0.02], [-1.15, -0.40, -0.23], [0.03, -0.10, 0.05], [0.64, 0.11, -0.37], [-0.03, 0.07, 0.01], [0.06, -0.09, 0.09], [0.79, -0.95, -0.30], [0.04, 0.04, 0.01], [-0.20, -0.08, -0.18], [0.08, 0.06, -0.05], [-0.09, -0.09, 0.03], [-0.06, 0.03, -0.09], [0.28, 0.12, -0.02], [-0.74, -0.89, 0.10], [-0.03, 0.08, -0.06], [-0.07, 0.08, -0.03], [0.21, 0.29, -0.05], [0.49, -1.57, -0.37], [-0.08, 0.07, -0.01], [-3.52, -0.59, 0.52], [-0.31, -0.29, 0.25], [0.02, 0.51, -0.05], [-0.27, 1.02, 0.40], [-0.07, -0.03, -0.15], [-0.07, -0.05, 0.00], [-0.03, 0.05, -0.02], [0.49, 0.58, 0.04], [0.98, 1.24, -0.12], [-0.03, -0.10, 0.15], [2.51, 1.33, 0.26], [-1.07, 0.28, -0.54], [-0.35, -0.23, -0.14], [0.68, 0.13, -0.08], [-0.10, -0.06, 0.05], [-0.19, 0.23, -0.05], [1.09, 1.38, -0.73], [-0.40, -0.07, 1.33], [-0.04, 0.04, -0.05], [0.09, 0.03, 0.05], [-0.17, -0.51, 0.18], [0.12, 0.11, -0.03], [0.05, 0.01, -0.09], [-0.10, -0.41, 0.40], [0.39, -0.14, 0.31], [0.11, -0.10, -0.14], [-0.11, -0.40, 0.36], [0.11, -0.02, 0.01], [-0.24, -0.18, 0.11], [0.04, -0.17, -0.02], [0.20, 0.07, -0.01], [-0.02, 0.10, -0.07], [-0.42, -0.75, -0.02], [0.11, -0.06, -0.01], [-0.35, -0.75, 0.02], [0.11, -0.12, -0.15], [-0.08, -0.10, -0.05], [0.32, 0.24, 0.17], [-0.21, -0.44, -0.14], [-0.11, 0.02, -0.07], [-0.08, 0.01, 0.01], [-0.05, 0.02, -0.06], [-0.07, 0.05, 0.19], [-0.83, 0.92, -0.18], [0.94, 0.19, -0.17], [0.06, -0.15, -0.06], [-0.05, 0.11, 0.03], [0.01, 0.02, -0.03], [0.33, -0.51, -0.02], [0.15, -0.01, 0.05], [-0.14, 0.09, 0.13], [0.54, -0.53, 0.17]],
  "charge": 1,
  "orbital_gap_ev": [6.68, 6.48],
  "e_homo_ha": [-0.421, -0.419],
  "e_lumo_ev": [-4.76, -4.93]
}


Record 2
{
  "formula": "C34H35BrFInN3O2",
  "method": "wB97M-V/def2-TZVPD",
  "species": ["O", "H", "H", "H", "N", "H", "H", "C", "O", "H", "C", "C", "C", "C", "C", "C", "C", "H", "C", "H", "C", "C", "C", "H", "C", "H", "H", "C", "N", "H", "C", "C", "H", "C", "C", "C", "H", "H", "H", "C", "H", "H", "Br", "C", "C", "N", "C", "H", "H", "H", "H", "H", "H", "C", "C", "F", "H", "C", "H", "C", "C", "H", "C", "In", "H", "H", "H", "H", "C", "H", "C", "H", "H", "C", "C", "H", "C"],
  "xyz": [[-1.228, -1.505, -0.574], [-2.923, 1.385, -0.469], [-4.877, 0.037, -0.630], [-0.566, -0.773, 2.755], [-0.378, 0.578, -0.900], [7.502, -0.051, -0.264], [3.955, -0.101, 3.723], [-0.193, 3.013, -0.679], [-3.282, -4.266, 1.480], [-2.840, 1.090, -4.443], [-1.658, -2.158, -1.668], [7.241, -0.403, 0.723], [-0.387, 4.264, -1.257], [-1.374, -2.325, 1.731], [-2.793, 0.330, -0.673], [-3.710, -3.021, 1.753], [6.590, -1.239, 3.281], [0.595, 3.986, 1.016], [-0.484, 1.876, -1.442], [2.002, 2.297, 1.912], [-0.812, 0.787, -3.718], [-1.469, -0.108, -0.757], [-4.023, -1.626, -1.576], [-4.852, 0.596, 2.511], [-4.527, -0.410, 2.306], [-5.795, -3.495, 1.753], [6.332, -1.574, 4.273], [-5.466, -1.417, 2.131], [0.904, -1.831, 1.849], [1.563, -0.503, 3.304], [-5.057, -2.714, 1.871], [1.824, -1.202, 2.502], [0.669, -0.278, -4.890], [-1.013, 3.261, -3.334], [-2.917, -2.329, -2.108], [8.214, -0.958, 1.540], [1.354, 0.677, -3.557], [1.290, 1.034, 0.889], [-5.001, -2.015, -1.810], [3.208, -1.357, 2.213], [-1.002, -0.111, -3.123], [-3.074, -3.007, -2.933], [3.631, -2.634, 0.842], [1.541, 2.093, 0.946], [5.934, -0.317, 1.158], [-0.365, -1.583, 2.159], [5.593, -0.753, 2.439], [-1.024, 5.365, -2.977], [-1.668, 3.265, 1.594], [-1.940, -0.173, -5.277], [-0.189, 5.152, -0.673], [-4.033, -4.873, 1.425], [-2.469, 0.103, 2.323], [-0.843, 4.390, -2.554], [-0.843, 2.561, 1.694], [-0.598, -2.718, -2.351], [-1.314, 3.361, -4.364], [0.587, 0.659, -4.338], [8.646, -1.798, 3.454], [-0.822, 1.996, -2.805], [-2.735, -1.999, 1.925], [2.272, 2.323, 0.173], [7.886, -1.369, 2.820], [1.498, -1.140, -1.133], [9.225, -1.066, 1.179], [-1.581, 1.514, -5.614], [-1.206, 1.569, 1.433], [0.774, 1.489, -5.018], [0.298, 2.966, 0.755], [-6.519, -1.198, 2.197], [4.199, -0.702, 2.856], [-1.129, -3.278, 1.285], [5.169, 0.105, 0.518], [-3.185, -0.695, 2.211], [-1.861, 0.816, -4.829], [-0.525, 2.569, 2.736], [-3.941, -0.432, -0.901]],
  "forces_ev_per_a": [[0.03, -0.28, 0.03], [0.10, 0.09, -0.15], [-0.11, 0.01, 0.00], [-0.07, -0.15, -0.28], [1.31, -0.77, 0.29], [0.01, 0.02, -0.10], [-0.23, 0.09, 0.07], [-0.01, 0.04, 0.01], [0.02, -0.02, 0.07], [-0.10, 0.03, 0.02], [-0.39, -0.77, -1.14], [0.07, 0.00, -0.12], [-0.08, 0.00, -0.05], [0.66, 0.21, 0.33], [1.14, 0.01, 0.25], [0.11, 0.30, -0.05], [-0.27, -0.07, -0.02], [-0.07, -0.02, -0.04], [0.12, 0.22, -0.29], [0.04, -0.02, 0.12], [-0.08, -0.10, -0.05], [-1.27, 0.99, 0.17], [-0.50, 0.55, 0.64], [0.00, 0.16, 0.00], [0.16, 0.20, 0.18], [-0.02, -0.09, -0.06], [-0.01, -0.03, 0.18], [0.33, -0.34, -0.04], [1.98, -0.36, -0.44], [0.05, -0.01, -0.05], [-0.13, -0.04, 0.04], [-1.56, -0.10, 0.14], [0.07, 0.00, -0.07], [-0.15, -0.07, 0.11], [0.88, -0.03, 0.22], [-0.04, 0.04, -0.02], [0.08, 0.02, -0.09], [0.00, -0.02, -0.01], [-0.15, -0.05, 0.05], [1.24, -0.27, -0.36], [0.01, 0.16, -0.11], [0.15, -0.03, -0.11], [0.10, 0.10, 0.54], [-0.09, 0.13, 0.03], [-0.08, 0.04, 0.14], [-2.07, 0.56, 0.86], [0.59, 0.06, -0.17], [0.01, 0.15, -0.03], [-0.11, -0.04, 0.02], [0.00, -0.05, -0.10], [0.02, 0.05, 0.08], [0.14, 0.08, -0.06], [0.06, 0.14, 0.00], [0.10, 0.08, -0.08], [0.18, 0.17, -0.03], [-0.27, 0.30, 0.40], [0.00, 0.06, -0.18], [-0.16, -0.19, 0.26], [0.05, -0.02, 0.11], [0.11, -0.01, 0.05], [-0.57, -0.21, 0.18], [0.14, -0.06, -0.06], [0.13, -0.01, -0.02], [-0.51, 0.65, -0.35], [0.10, 0.03, -0.02], [-0.05, 0.10, -0.10], [-0.06, -0.13, -0.06], [0.08, 0.05, -0.02], [-0.13, -0.21, 0.02], [-0.11, 0.03, 0.02], [-0.74, -0.34, -0.32], [0.22, 0.06, -0.14], [0.00, -0.03, -0.04], [-0.07, -0.15, 0.08], [0.04, -0.03, 0.24], [0.08, -0.02, 0.14], [-0.45, -0.85, -0.66]],
  "charge": 1,
  "orbital_gap_ev": 4.67,
  "e_homo_ha": -0.333,
  "e_lumo_ev": -4.39
}


Record 3
{
  "formula": "C34H35F4N4NiO2SSi",
  "method": "wB97M-V/def2-TZVPD",
  "species": ["H", "H", "C", "H", "F", "H", "C", "H", "C", "C", "C", "F", "C", "C", "Si", "H", "H", "C", "H", "H", "H", "H", "H", "H", "F", "N", "C", "Ni", "C", "H", "C", "C", "C", "C", "N", "C", "H", "H", "S", "H", "C", "H", "H", "C", "C", "C", "N", "C", "C", "N", "C", "C", "C", "C", "C", "C", "H", "C", "H", "H", "H", "H", "C", "F", "H", "H", "C", "C", "C", "H", "H", "H", "H", "H", "H", "H", "C", "O", "H", "C", "H", "O"],
  "xyz": [[-2.461, -5.462, 1.172], [-0.557, 3.452, 2.815], [-2.947, -6.027, -4.248], [5.282, -0.295, 2.309], [1.550, 3.468, -2.241], [3.152, -2.786, -0.283], [0.432, 0.701, -4.761], [-3.596, -6.235, -5.091], [-1.847, -4.429, -2.828], [1.379, 0.060, -4.029], [1.732, 1.050, 1.996], [-0.607, 1.279, 1.596], [-2.792, 0.074, -2.778], [-3.009, -4.656, 1.676], [3.038, -1.296, 1.710], [2.429, 0.141, -4.275], [-2.527, -3.738, 4.166], [-3.276, -3.574, -4.719], [5.432, -1.835, 1.460], [-1.129, -7.604, -1.877], [1.443, 4.501, 3.925], [-1.062, -1.836, 4.825], [3.088, -0.897, 4.183], [-0.587, -5.273, -1.311], [0.044, 4.983, -2.536], [-1.579, -3.191, -0.215], [1.712, -0.335, -1.458], [0.512, -0.740, 0.057], [-2.413, -7.080, -3.515], [5.059, -0.360, 0.546], [-1.576, -6.799, -2.448], [4.880, -0.887, 1.483], [-0.435, -0.694, -2.525], [-0.730, 2.782, -1.764], [-1.571, -3.096, -2.538], [-0.475, -1.404, 2.806], [1.344, -1.759, -2.907], [-2.796, 0.326, -1.716], [3.244, 0.223, -1.534], [3.629, 3.304, 3.763], [-2.112, -3.513, 2.081], [-3.808, -4.334, 1.000], [3.801, 1.212, 2.534], [-1.280, -5.486, -2.114], [0.416, 2.978, 2.795], [0.525, 1.780, 2.129], [1.835, -0.133, 1.335], [2.735, 2.882, 3.316], [-1.368, -0.018, -3.253], [-0.726, -1.324, -1.291], [-0.938, 0.673, -4.407], [-2.686, -4.704, -3.923], [2.954, -1.776, 3.546], [-1.164, -2.110, 3.780], [-1.394, -2.764, 1.131], [2.831, 1.681, 2.629], [-1.536, -2.434, -3.303], [0.366, 3.907, -1.775], [0.160, -0.591, 3.129], [-3.819, -2.881, -4.073], [-2.642, -8.103, -3.783], [-3.313, 0.871, -3.307], [1.021, -0.701, -2.804], [0.593, 4.392, -0.532], [-3.343, -0.864, -2.917], [3.279, -3.708, 1.235], [-1.983, -3.172, 3.416], [-0.543, -1.695, 1.433], [-1.242, -2.506, -1.323], [-2.506, -2.989, -5.229], [1.991, -2.231, 3.792], [-3.481, -5.093, 2.557], [0.736, 1.291, -5.619], [3.746, -2.495, 3.785], [-1.652, 1.276, -4.953], [1.697, -3.123, 0.676], [2.761, -2.882, 0.733], [-0.379, 1.770, -1.143], [-2.113, -4.027, -0.362], [1.526, 3.552, 3.410], [-3.961, -3.955, -5.476], [-1.783, 3.062, -2.366]],
  "forces_ev_per_a": [[-0.01, 0.00, 0.00], [0.00, 0.00, 0.00], [0.00, 0.00, 0.00], [0.00, -0.01, -0.01], [0.02, -0.01, -0.01], [-0.03, 0.01, 0.01], [-0.01, -0.02, 0.00], [0.00, 0.00, 0.00], [0.03, 0.00, -0.01], [-0.02, 0.04, 0.02], [0.13, 0.08, -0.09], [-0.03, -0.03, -0.03], [0.00, 0.05, 0.03], [0.00, 0.00, -0.01], [0.01, -0.06, 0.08], [0.01, 0.02, 0.02], [0.00, 0.00, 0.00], [0.00, 0.00, 0.00], [0.00, 0.02, 0.00], [0.00, 0.00, 0.00], [0.00, 0.00, 0.00], [0.00, 0.00, 0.00], [-0.02, -0.01, -0.01], [0.00, 0.00, -0.01], [0.00, 0.00, 0.00], [0.16, -0.14, 0.04], [-0.16, 0.35, -0.01], [0.35, -0.32, 0.15], [-0.01, 0.00, -0.01], [-0.01, 0.01, 0.02], [0.01, 0.00, 0.01], [0.00, -0.03, -0.01], [-0.12, -0.03, -0.07], [-0.13, -0.06, -0.05], [-0.13, 0.01, -0.02], [-0.02, -0.02, -0.02], [-0.02, 0.01, -0.04], [0.00, 0.01, -0.01], [0.07, -0.07, -0.01], [0.00, 0.00, 0.00], [-0.01, -0.02, 0.00], [0.00, 0.00, 0.00], [-0.01, 0.01, 0.00], [0.00, -0.01, 0.02], [0.03, 0.01, 0.01], [0.01, 0.05, -0.02], [-0.09, -0.12, 0.15], [0.02, -0.03, 0.00], [-0.02, -0.15, -0.07], [0.26, -0.13, -0.20], [0.00, 0.00, -0.03], [0.01, -0.01, -0.01], [-0.02, -0.03, -0.01], [-0.01, -0.01, -0.01], [-0.02, -0.01, 0.06], [0.01, 0.00, 0.03], [0.03, -0.01, 0.00], [-0.01, 0.00, -0.01], [0.01, 0.01, 0.01], [0.00, 0.00, 0.00], [0.00, 0.00, 0.00], [0.01, 0.00, 0.00], [0.08, -0.01, 0.03], [0.00, 0.01, 0.03], [0.00, 0.00, 0.02], [0.02, 0.02, -0.04], [0.01, 0.00, 0.01], [-0.19, 0.07, 0.10], [-0.25, 0.20, 0.02], [0.00, 0.00, 0.00], [0.01, 0.01, -0.01], [0.00, 0.00, 0.00], [-0.01, 0.00, 0.00], [0.01, 0.03, 0.01], [0.01, 0.00, 0.01], [0.01, -0.01, 0.01], [0.02, -0.01, 0.00], [-0.06, 0.30, -0.11], [-0.02, 0.02, 0.01], [-0.04, 0.00, -0.01], [0.00, 0.00, 0.00], [0.07, -0.02, 0.04]],
  "charge": -2,
  "orbital_gap_ev": [5.00, 5.15],
  "e_homo_ha": [-0.041, -0.047],
  "multiplicity": 2,
  "e_lumo_ev": [3.87, 3.87]
}


| no. | molecular weight (g mol⁻¹) |
| --- | --- |
| 1 | 805.72 |
| 2 | 731.39 |
| 3 | 726.52 |